One molecule with the formula C2H3N3S in a non-equilibrium geometry. Source: OMol25; level of theory: ωB97M-V/def2-TZVPD.

Calculated values
- lowest unoccupied orbital energy (eV) = 0.71
- ΔE to the lowest compared entry with this formula, charge and spin (kJ/mol) = 76.8

Structure (XYZ):
```
9
C2H3N3S | OMol25 | ωB97M-V/def2-TZVPD
H -0.1374 1.9735 -0.2663
C -1.0602 0.0235 -0.0155
S -2.6794 0.0980 0.0360
H 2.1677 0.7970 -0.2619
H -0.3338 -2.0344 0.5991
N -0.1841 -1.2846 -0.0336
C 1.2004 0.3461 -0.1129
N 1.1201 -0.9069 0.0405
N -0.0934 0.9878 0.0147
```

***

One molecule with the formula C3H3NOS in a non-equilibrium geometry. Source: OMol25; level of theory: ωB97M-V/def2-TZVPD.

Calculated values
- lowest unoccupied orbital energy (eV) = 0.55
- ΔE to the lowest compared entry with this formula, charge and spin (kJ/mol) = 294.7

Structure (XYZ):
```
9
C3H3NOS | OMol25 | ωB97M-V/def2-TZVPD
H -1.2162 2.9124 -0.5326
O 0.1177 1.7711 0.6135
C -0.8675 1.7361 -0.3224
C -0.7701 0.4661 -0.9741
S 0.4681 -1.8951 0.0611
H -0.8632 -2.1333 -0.6557
H -1.2954 0.0189 -1.8425
N 0.5532 0.4542 0.8215
C 0.1495 -0.1730 -0.1376
```

***

One molecule with the formula C4H13N3 in a non-equilibrium geometry. Source: OMol25; level of theory: ωB97M-V/def2-TZVPD.

Calculated values
- lowest unoccupied orbital energy (eV) = 1.10
- ΔE to the lowest compared entry with this formula, charge and spin (kJ/mol) = 113.8

Structure (XYZ):
```
20
C4H13N3 | OMol25 | ωB97M-V/def2-TZVPD
C -0.2594 -2.1967 -0.0487
H -2.1160 -1.2007 0.3431
H -0.8072 -3.1377 -0.0527
H 0.7104 2.2023 -1.7810
H 1.5505 -1.4981 0.3363
H 0.3023 3.0549 1.0592
N -0.5248 0.2644 0.7005
N 1.1243 -2.4178 0.3653
H 0.4007 0.0363 1.0705
H -0.0343 0.0676 -1.3673
H -1.3492 1.1049 -1.1030
H -0.2817 3.6730 -0.3625
N 0.4039 3.0896 0.0586
H 1.3320 -2.8677 1.2352
H -0.2314 -1.9405 -1.1153
H 1.6403 1.5445 -0.3845
H -1.0448 -1.3721 1.7489
C -0.3963 0.8305 -0.6484
C -1.0794 -1.1415 0.6746
C 0.6599 1.9048 -0.7286
```

***

Among the records above, which one has the highest ΔE to the lowest compared entry with this formula, charge and spin?
C3H3NOS

***

Please write out number 1 again, unchanged.
One molecule with the formula C2H3N3S in a non-equilibrium geometry. Source: OMol25; level of theory: ωB97M-V/def2-TZVPD.

Calculated values
- lowest unoccupied orbital energy (eV) = 0.71
- ΔE to the lowest compared entry with this formula, charge and spin (kJ/mol) = 76.8

Structure (XYZ):
```
9
C2H3N3S | OMol25 | ωB97M-V/def2-TZVPD
H -0.1374 1.9735 -0.2663
C -1.0602 0.0235 -0.0155
S -2.6794 0.0980 0.0360
H 2.1677 0.7970 -0.2619
H -0.3338 -2.0344 0.5991
N -0.1841 -1.2846 -0.0336
C 1.2004 0.3461 -0.1129
N 1.1201 -0.9069 0.0405
N -0.0934 0.9878 0.0147
```